1.
This record from the OMol25 dataset describes a 2-piece molecular cluster, C5H12 overall. The level of theory is ωB97M-V/def2-TZVPD.

Each line ends with the Mulliken charge.
Element x y z (Å)
C (-1.079, 3.625, -2.201)  -0.50
C (-1.346, 2.581, -1.460)  -0.34
H (-0.203, 4.212, -1.900)  0.19
H (-1.567, 4.187, -2.934)  0.29
H (-0.863, 2.077, -0.653)  0.15
H (-2.248, 2.053, -1.698)  0.20
C (-0.124, -1.336, 0.048)  -0.96
C (0.390, -2.158, 1.283)  -0.16
C (1.762, -1.746, 1.817)  -0.94
H (0.041, -0.203, 0.178)  0.21
H (-1.273, -1.528, -0.006)  0.29
H (0.220, -1.671, -1.050)  0.26
H (0.307, -3.212, 0.965)  0.25
H (-0.469, -1.948, 2.004)  0.22
H (2.490, -2.637, 1.644)  0.26
H (2.297, -1.015, 1.156)  0.30
H (1.666, -1.280, 2.807)  0.28

Properties
HOMO-LUMO gap in hartree: 0.419
SMILES: C=C.CCC
HOMO level in eV: -10.308
Largest force on an atom in eV/A: 3.91
Total charge: 0


2.
This record from the OMol25 dataset describes a 2-piece molecular cluster, C2H10NS2 overall. The level of theory is ωB97M-V/def2-TZVPD.

Each line ends with the Mulliken spin population.
Element x y z (Å)
C (2.350, -0.220, -1.934)  0.00
N (1.441, 0.226, -0.815)  0.01
H (1.877, 0.180, -2.818)  0.00
H (3.339, 0.235, -1.808)  0.00
H (2.477, -1.278, -1.893)  0.00
H (0.452, 0.085, -1.029)  0.00
H (1.534, 1.207, -0.543)  0.00
H (1.585, -0.359, 0.013)  0.00
C (-3.154, 0.489, 1.393)  -0.03
S (-1.960, -0.338, 2.462)  0.66
S (-0.350, -0.722, 1.310)  0.31
H (-4.157, 0.043, 1.396)  0.03
H (-2.672, 0.373, 0.430)  0.00
H (-3.210, 1.547, 1.701)  0.03
H (0.449, -1.468, 2.133)  0.00

Properties
HOMO-LUMO gap (alpha / beta) in hartree: 0.365 / 0.326
HOMO level (alpha / beta) in eV: -18.853 / -20.586
Largest force on an atom in eV/A: 1.46
Total charge: +2
Expectation value of S²: 0.7543
Spin multiplicity: 2


3.
This record from the OMol25 dataset describes C21H45N5O5S4 as an isolated structure. The level of theory is ωB97M-V/def2-TZVPD.

Each line ends with the Mulliken charge.
Element x y z (Å)
C (0.027, 3.804, -0.348)  -0.74
C (-1.405, 4.012, -0.314)  0.73
N (-2.538, 4.253, -0.353)  -0.73
H (0.277, 4.655, -0.981)  0.61
H (0.351, 2.871, -0.808)  0.30
H (0.343, 4.093, 0.654)  -0.26
C (3.234, 1.572, 0.427)  -0.66
C (3.675, 0.818, 1.529)  0.71
N (3.981, 0.177, 2.417)  -0.56
H (3.131, 1.117, -0.558)  0.34
H (3.811, 2.496, 0.391)  0.41
H (2.246, 1.974, 0.654)  -0.16
C (-4.332, 2.151, -1.236)  -0.22
C (-3.936, 0.743, -0.928)  0.87
N (-3.651, -0.391, -0.731)  -0.54
H (-5.256, 2.393, -0.711)  0.42
H (-4.547, 2.090, -2.302)  0.27
H (-3.443, 2.765, -1.087)  -0.23
C (1.007, -3.638, -0.642)  -1.24
C (0.292, -4.570, -1.441)  0.19
N (-0.215, -5.302, -2.073)  -0.63
H (0.638, -3.489, 0.372)  0.24
H (0.959, -2.686, -1.171)  0.69
H (2.035, -3.974, -0.511)  0.31
C (3.396, -2.115, 0.797)  0.37
C (3.893, -2.610, 2.092)  0.24
N (4.285, -3.025, 3.110)  -0.64
H (2.334, -1.877, 0.843)  -0.77
H (3.451, -2.908, 0.051)  0.56
H (4.075, -1.397, 0.338)  0.46
C (0.963, 3.409, 2.534)  -1.46
S (-0.063, 1.967, 2.183)  1.27
O (-0.932, 2.383, 0.977)  -0.97
C (-1.122, 2.032, 3.667)  -1.53
H (1.277, 3.643, 3.552)  0.48
H (0.456, 4.286, 2.131)  0.65
H (1.889, 3.377, 1.960)  0.30
H (-1.554, 3.020, 3.503)  0.46
H (-0.427, 2.170, 4.496)  0.46
H (-1.855, 1.226, 3.665)  0.37
C (-1.617, -3.420, -2.763)  -1.42
S (-1.730, -1.849, -1.776)  0.57
O (-0.941, -2.289, -0.571)  -0.41
C (-0.490, -0.870, -2.731)  -1.05
H (-0.571, -3.594, -3.015)  0.31
H (-2.167, -3.462, -3.703)  0.38
H (-1.868, -4.257, -2.112)  0.43
H (0.312, -1.546, -3.028)  0.78
H (-0.086, 0.000, -2.213)  0.01
H (-0.888, -0.429, -3.645)  0.30
C (-1.950, 2.578, -2.446)  0.73
S (-1.821, 1.116, -3.553)  0.89
O (-3.109, 0.247, -3.451)  -0.65
C (-1.814, 1.890, -5.279)  -1.13
H (-1.043, 3.182, -2.493)  0.61
H (-1.976, 2.080, -1.477)  -2.64
H (-2.761, 3.271, -2.670)  0.77
H (-1.029, 2.641, -5.367)  0.35
H (-2.803, 2.331, -5.405)  0.35
H (-1.593, 1.100, -5.997)  0.37
C (1.470, -2.488, 4.783)  -1.01
S (0.658, -2.534, 3.136)  0.22
O (1.196, -1.357, 2.385)  -0.11
C (1.337, -4.091, 2.369)  -0.79
H (1.318, -1.528, 5.278)  0.30
H (2.536, -2.703, 4.711)  0.32
H (1.045, -3.279, 5.400)  0.43
H (0.805, -4.250, 1.430)  0.83
H (1.059, -4.944, 2.987)  0.56
H (2.425, -4.148, 2.349)  0.26
C (0.970, -0.601, 0.630)  0.26
C (0.219, 0.473, -0.101)  1.23
O (0.839, 1.281, -0.885)  -1.10
C (-1.235, 0.604, 0.173)  -0.02
H (2.059, -0.595, 0.586)  -0.49
H (0.800, -1.569, 0.159)  0.08
H (0.626, -0.633, 1.665)  -0.11
H (-1.446, 1.653, -0.036)  0.69
H (-1.642, 0.321, 1.143)  0.27
H (-1.843, 0.157, -0.614)  -1.71

Properties
HOMO-LUMO gap in hartree: 0.290
HOMO level in eV: -7.766
Largest force on an atom in eV/A: 10.72
Total charge: 0


4.
This record from the OMol25 dataset describes a 3-piece molecular cluster, C4H16NO3 overall. The level of theory is ωB97M-V/def2-TZVPD.

Each line ends with the Mulliken charge.
Element x y z (Å)
C (0.450, -1.523, -0.494)  -0.69
O (1.595, -2.259, 0.002)  -0.54
C (0.685, -0.047, -0.121)  -0.15
C (-0.706, 0.622, -0.068)  -0.40
C (-0.600, 2.149, -0.227)  -1.17
N (1.148, -0.138, 1.335)  -0.25
H (0.313, -1.625, -1.562)  0.48
H (-0.391, -1.971, 0.044)  0.23
H (1.957, -2.806, -0.685)  0.32
H (1.421, 0.518, -0.678)  0.50
H (-1.273, 0.269, -0.927)  0.38
H (-1.222, 0.331, 0.838)  0.36
H (-1.179, 2.581, -1.043)  0.30
H (-0.927, 2.790, 0.604)  0.34
H (0.441, 2.384, -0.479)  0.28
H (0.400, -0.599, 1.911)  0.25
H (1.268, 0.790, 1.740)  0.37
H (1.987, -0.709, 1.428)  0.38
H (-1.738, -1.561, 2.668)  0.33
H (-0.509, -1.847, 3.553)  0.31
O (-0.890, -1.200, 2.959)  -0.67
H (-0.009, 1.352, -3.712)  0.30
H (-1.400, 1.097, -3.903)  0.31
O (-0.820, 1.405, -3.184)  -0.58

Properties
HOMO-LUMO gap in hartree: 0.436
HOMO level in eV: -14.686
Largest force on an atom in eV/A: 3.01
Total charge: +1


5.
This record from the OMol25 dataset describes a 7-piece molecular cluster, C6H28N2O6 overall. The level of theory is ωB97M-V/def2-TZVPD.

Each line ends with the Mulliken spin population.
Element x y z (Å)
C (0.087, -0.148, -0.135)  0.16
N (-0.265, -1.303, 0.718)  -1.55
C (0.726, -1.549, 1.756)  0.81
C (-1.567, -1.069, 1.346)  0.38
C (1.070, -0.459, -1.275)  0.04
C (2.577, -0.452, -0.966)  -0.02
C (3.100, 0.812, -0.271)  0.28
N (2.821, 2.075, -0.946)  -0.01
H (0.488, 0.667, 0.477)  -0.13
H (-0.841, 0.225, -0.571)  0.29
H (1.687, -1.779, 1.308)  0.17
H (0.445, -2.446, 2.313)  0.06
H (0.832, -0.712, 2.458)  -0.08
H (-2.313, -0.946, 0.566)  0.12
H (-1.847, -1.929, 1.962)  -0.01
H (-1.573, -0.178, 1.988)  0.06
H (0.831, -1.434, -1.682)  0.00
H (0.891, 0.251, -2.081)  -0.02
H (2.852, -1.304, -0.338)  -0.03
H (3.117, -0.562, -1.910)  -0.01
H (2.708, 0.874, 0.743)  -0.13
H (4.182, 0.730, -0.144)  -0.01
H (1.846, 2.143, -1.210)  0.00
H (3.391, 2.180, -1.779)  0.00
H (-1.179, -2.387, -2.431)  0.00
H (-2.095, -2.236, -3.689)  0.00
O (-1.410, -1.783, -3.171)  0.00
H (-1.640, 2.649, 2.491)  -0.01
H (-2.811, 1.668, 2.274)  0.03
O (-2.450, 2.499, 1.943)  0.38
H (-2.313, -0.322, -2.404)  0.00
H (-2.357, 1.004, -1.583)  0.04
O (-2.908, 0.387, -2.100)  0.04
H (-0.661, -2.729, -0.370)  0.06
H (0.091, -3.866, -1.063)  0.00
O (-0.775, -3.439, -1.061)  0.02
H (-1.782, 3.091, -1.048)  -0.01
H (-1.880, 2.320, 0.301)  0.02
O (-1.499, 2.280, -0.617)  0.01
H (0.087, 2.075, 4.137)  -0.15
H (0.478, 2.424, 2.676)  0.19
O (-0.141, 2.676, 3.389)  0.03

Properties
HOMO-LUMO gap (alpha / beta) in hartree: 0.095 / 0.337
HOMO level (alpha / beta) in eV: 0.245 / -6.370
Largest force on an atom in eV/A: 0.53
Total charge: -1
Expectation value of S²: 0.7506
Spin multiplicity: 2


The records above yield energy values of -5377.3444 -25377.5950 -83513.4316 -12033.8879 -21941.7165 eV, respectively.
The records above yield energy above the lowest of the compared OMol25 structures with the same formula, charge and spin values of 59.9 26.6 393.5 17.2 0.0 kcal/mol, respectively.